1.
ORCA calculation (ωB97M-V/def2-TZVPD) on one molecule with the formula C2H5PS at a distorted geometry.

Output
Structure (SMILES) = PCC=S
Frontier orbital gap = 0.3137 Eh
Lowest unoccupied orbital energy = -0.19 eV
Energy above the lowest of the compared OMol25 structures with the same formula, charge and spin = 52.66 kJ/mol

Structure (XYZ):
```
9
Properties=species:S:1:pos:R:3:forces:R:3:lowdin_charge:R:1
C -1.05625 -0.13977 0.39619 0.235 -0.519 -2.606 -0.8105
C 0.21806 -0.69606 -0.11238 0.608 -1.052 -2.010 -0.5646
P 1.61058 0.61906 -0.13068 -0.359 -1.669 2.285 0.8032
S -2.41966 -0.00683 -0.41875 -0.719 -0.180 -0.457 0.6872
H -1.01824 0.36309 1.28723 0.319 0.854 2.609 -0.0097
H 0.13659 -1.16704 -1.16993 -0.159 0.956 1.700 0.0941
H 0.53543 -1.52550 0.50856 0.244 -0.074 0.421 0.0531
H 0.82808 1.30990 0.86342 0.728 0.461 -0.538 -0.0957
H 1.16542 1.24314 -1.22366 -0.897 1.223 -1.405 -0.1570
```
Positions in Å, forces in eV/Å.

2.
ORCA calculation (ωB97M-V/def2-TZVPD) on C22H57FN3O3P2 as an isolated structure at a distorted geometry.

Output
Frontier orbital gap = 0.2306 Eh
Lowest unoccupied orbital energy = -2.99 eV
Charge = +1

Structure (XYZ):
```
88
Properties=species:S:1:pos:R:3:forces:R:3:lowdin_charge:R:1
C 2.03045 1.88441 7.89625 -0.728 -0.105 -0.177 -0.0247
C 1.98755 0.40375 7.64262 1.347 0.176 -0.007 -0.4505
F 1.38341 -0.27863 8.68542 -0.428 -0.018 -0.068 -0.0102
C 1.38883 0.02199 6.30607 -0.206 0.305 0.262 -0.2568
P -0.36595 0.40847 6.13593 -0.133 -0.553 -0.212 1.0656
C -1.36864 -0.06535 7.55702 -0.786 0.648 0.671 -0.3319
P -3.02244 0.54358 7.11518 -0.156 -0.244 -1.266 0.3041
O -3.04023 0.61389 5.66125 0.035 -0.041 -1.293 -0.2979
O -3.17743 1.97962 7.73297 -0.212 0.096 0.610 -0.0915
O -4.15855 -0.41822 7.62555 0.687 -0.205 1.181 -0.0681
H 2.68842 2.35466 7.17934 0.227 0.123 -0.192 0.0972
H 2.39175 2.09271 8.89031 0.029 0.075 0.306 0.0967
H 1.03818 2.31055 7.75601 -0.125 0.316 0.244 0.0707
H 3.02241 0.07298 7.61296 0.145 -0.337 0.072 0.1498
H 1.57746 -1.02022 6.08330 -0.271 -0.342 -0.040 0.1123
H 1.90755 0.59899 5.54614 0.047 0.107 -0.341 0.1075
H -0.58863 1.76075 5.88794 0.133 -0.016 0.023 0.0598
H -0.85636 -0.29524 5.04079 0.061 0.096 -0.041 0.0534
H -1.44370 -1.13497 7.69049 0.324 -0.398 -0.147 0.0905
H -1.04176 0.37579 8.49122 0.459 0.044 0.113 0.0792
H -3.87740 2.40559 7.20103 0.205 0.327 0.312 0.1188
H -3.97438 -0.72671 8.53232 -0.600 -0.035 -0.166 0.1120
C 3.95646 2.08546 1.45776 -0.030 0.041 -0.007 -0.0861
C 2.86613 1.16462 0.93120 0.155 0.158 -0.093 -0.2661
N 1.73210 1.04530 1.83229 -0.133 -0.257 0.388 -0.2047
C 0.82908 -0.04100 1.48307 -0.021 -0.212 -0.139 -0.2545
C 0.08601 0.05031 0.14741 -0.128 -0.070 0.051 -0.0729
C 1.09632 2.29337 2.21213 0.110 0.358 0.124 -0.2638
C 0.54986 3.19918 1.10411 -0.162 0.048 0.053 -0.0741
H 4.27658 1.78140 2.45590 -0.030 0.000 0.017 0.0746
H 4.82351 2.04232 0.79925 -0.001 0.002 -0.014 0.0776
H 3.63242 3.12614 1.49884 0.013 0.003 0.009 0.0663
H 3.29946 0.17016 0.80235 -0.140 -0.071 0.003 0.1211
H 2.56712 1.50616 -0.07087 0.028 -0.018 -0.011 0.0970
H 0.09511 -0.16265 2.28942 -0.001 0.138 0.023 0.0941
H 1.41201 -0.96746 1.48697 0.102 0.063 -0.027 0.1100
H -0.71529 0.78683 0.17914 0.033 0.045 -0.057 0.0593
H -0.37422 -0.91149 -0.08580 0.019 -0.011 0.003 0.0710
H 0.75488 0.29672 -0.67695 -0.002 0.019 -0.007 0.0653
H 1.81645 2.87590 2.79580 0.079 -0.035 -0.071 0.0968
H 0.28717 2.07123 2.91945 -0.051 -0.155 -0.095 0.0969
H 1.25778 3.31523 0.28311 0.017 -0.037 -0.001 0.0648
H 0.35122 4.19548 1.50406 0.027 -0.008 0.021 0.0771
H -0.38944 2.82524 0.70143 0.046 -0.017 -0.106 0.0581
C -1.23312 0.92741 -5.74928 -0.047 -0.017 -0.088 -0.0807
C -0.88657 2.04285 -4.77643 -0.068 -0.029 -0.170 -0.2697
N 0.37785 1.82633 -4.09877 0.110 -0.060 0.230 -0.1974
C 0.58297 2.70421 -2.96455 -0.097 0.115 0.251 -0.2662
C 0.70069 4.21116 -3.22426 0.082 0.025 0.119 -0.0778
C 1.52949 1.62384 -4.96123 0.095 -0.155 -0.267 -0.2486
C 1.87176 2.72094 -5.97724 0.118 -0.011 0.022 -0.0784
H -1.20419 -0.04304 -5.25241 0.061 0.001 0.016 0.0585
H -2.23999 1.07398 -6.14167 -0.002 0.033 0.003 0.0762
H -0.55548 0.89915 -6.60307 0.005 -0.013 0.004 0.0685
H -1.67440 2.08408 -4.01923 0.094 0.067 0.105 0.1177
H -0.91848 3.00514 -5.31078 -0.045 -0.006 -0.006 0.1032
H 1.47178 2.37187 -2.41680 0.056 -0.062 -0.118 0.0985
H -0.25252 2.54482 -2.27298 -0.062 -0.023 -0.076 0.1020
H 1.66007 4.47528 -3.66616 -0.028 0.005 -0.079 0.0582
H 0.62620 4.75211 -2.27759 -0.011 -0.012 0.004 0.0648
H -0.09551 4.57985 -3.87060 0.000 -0.019 -0.029 0.0695
H 1.37849 0.69097 -5.51050 -0.085 0.015 0.008 0.1003
H 2.40353 1.43219 -4.33344 -0.062 0.079 0.126 0.1132
H 0.99185 3.07394 -6.51615 -0.022 -0.011 0.018 0.0681
H 2.56852 2.32639 -6.71905 -0.005 -0.016 0.004 0.0737
H 2.35613 3.57704 -5.51037 -0.078 0.057 -0.005 0.0550
C -2.16080 -6.78369 -2.83316 -0.037 -0.001 0.034 -0.0908
C -1.34222 -5.50110 -2.82196 -0.147 -0.080 0.081 -0.2806
N -1.11298 -4.95878 -4.14582 0.149 0.083 -0.120 -0.2003
C -0.10115 -3.91906 -4.17691 0.229 0.046 0.047 -0.2470
C -0.38209 -2.61523 -3.41992 0.098 0.074 -0.058 -0.0843
C -2.30278 -4.70760 -4.93995 -0.276 -0.142 -0.077 -0.2447
C -3.36789 -3.76385 -4.36539 -0.023 0.057 -0.106 -0.0807
H -1.71186 -7.52590 -3.49370 -0.002 0.029 -0.046 0.0811
H -2.19896 -7.20540 -1.82790 -0.004 0.011 0.009 0.0712
H -3.18927 -6.61203 -3.15234 0.001 -0.013 -0.013 0.0645
H -0.36913 -5.72849 -2.37819 0.065 0.115 -0.062 0.1162
H -1.83014 -4.77600 -2.14957 0.011 -0.032 0.046 0.0989
H 0.12281 -3.68082 -5.22006 -0.113 -0.027 -0.036 0.1128
H 0.82372 -4.34966 -3.77933 -0.055 -0.069 0.058 0.1092
H -1.11383 -1.99584 -3.93559 -0.063 -0.008 0.067 0.0380
H 0.53680 -2.02867 -3.34731 -0.003 0.009 -0.018 0.0692
H -0.73171 -2.79681 -2.40246 -0.040 -0.028 -0.010 0.0590
H -2.78012 -5.66901 -5.14531 0.029 -0.026 0.075 0.1016
H -1.99342 -4.34191 -5.92166 0.138 0.057 0.055 0.1150
H -3.59050 -3.97992 -3.31945 0.026 -0.017 0.008 0.0652
H -4.29810 -3.88006 -4.92484 0.006 -0.016 -0.006 0.0725
H -3.07676 -2.71749 -4.44688 0.019 0.008 0.091 0.0512
```
Positions in Å, forces in eV/Å.

3.
ORCA calculation (ωB97M-V/def2-TZVPD) on C5H10N2 as an isolated structure at a distorted geometry.

Output
Frontier orbital gap = 0.3245 Eh
Lowest unoccupied orbital energy = 0.91 eV
Energy above the lowest of the compared OMol25 structures with the same formula, charge and spin = 405.48 kJ/mol

Structure (XYZ):
```
17
Properties=species:S:1:pos:R:3:forces:R:3:lowdin_charge:R:1
C 1.22438 1.65520 -0.47252 0.031 0.383 -1.248 -0.0259
C -0.37403 -2.25415 -0.21590 -0.034 -0.318 -0.706 -0.0614
C 0.71945 0.38141 0.11567 -0.661 0.805 -0.308 -0.4812
C -0.16324 -0.80251 -0.07035 1.479 0.391 -0.143 -0.1639
N -1.74534 1.08357 -0.09954 0.399 0.062 -0.131 0.0516
C -0.80200 0.28204 0.63210 1.163 -0.278 1.327 -0.2693
N 1.52754 -0.50597 0.79298 -1.849 -0.227 1.172 0.1264
H 2.36644 -0.71017 0.23982 -0.405 -0.070 -0.326 0.0711
H -2.60184 0.58944 -0.31316 0.128 -0.044 0.057 0.0753
H -1.97965 1.93694 0.39475 0.062 -0.152 -0.019 0.0786
H -0.92877 0.22123 1.71755 -0.075 -0.050 0.046 0.1328
H 1.95009 2.16857 0.16493 -0.124 -0.480 0.329 0.0827
H 1.73316 1.48808 -1.42670 -0.039 -0.026 -0.018 0.0796
H 0.42435 2.37194 -0.65709 -0.114 -0.176 -0.108 0.0648
H -1.11290 -2.42078 -1.00910 -0.011 -0.083 0.066 0.0779
H 0.53616 -2.78722 -0.49612 -0.101 0.115 0.018 0.0771
H -0.77378 -2.69761 0.70267 0.151 0.149 -0.009 0.0839
```
Positions in Å, forces in eV/Å.